[1]
Formula: C3H7NO2
Source: the OMol25 dataset
Level of theory: ωB97M-V/def2-TZVPD

Results
* Kohn-Sham gap: 10.48 eV
* LUMO: 0.9 eV
* total charge: 0
* F_max: 3.049 eV/A
* E_tot: -323.656265 Ha
* energy relative to the best compared isomer or geometry (same formula, charge and spin): 78.3 kcal per mole

Last column: natural (NBO) charge in e.
Atoms and positions in Å:
N 1.836 0.419 -1.151  -0.826
C 0.933 -0.465 -0.649  0.488
O 1.219 -1.477 -0.031  -0.630
C -0.695 0.457 1.214  -0.574
C -1.482 -0.401 0.365  0.275
O -1.811 -0.089 -0.776  -0.617
H 1.475 1.072 -1.830  0.389
H 2.759 0.050 -1.318  0.393
H -0.317 1.411 0.831  0.239
H -0.118 0.058 2.061  0.256
H -1.713 -1.364 0.839  0.162
H -1.983 0.503 1.354  0.288
H -0.105 -0.175 -0.910  0.157

[2]
Formula: C3H7NO2
Source: the OMol25 dataset
Level of theory: ωB97M-V/def2-TZVPD

Results
* Kohn-Sham gap (alpha / beta): 8.53 / 8.53 eV
* LUMO (alpha / beta): -0.7 / -0.7 eV
* total charge: 0
* F_max: 0.404 eV/A
* E_tot: -323.552369 Ha
* energy relative to the best compared isomer or geometry (same formula, charge and spin): 143.4 kcal per mole

Last column: natural (NBO) charge in e.
Atoms and positions in Å:
C -0.900 1.415 0.371  -0.639
C -0.469 0.036 -0.071  -0.214
N -1.111 -1.041 0.471  0.116
O -0.954 -1.952 -0.431  -0.426
C 1.093 -0.156 -0.015  -0.051
O 1.648 -1.159 -0.811  -0.698
H -1.989 1.506 0.351  0.229
H -0.552 1.672 1.381  0.214
H -0.493 2.158 -0.321  0.225
H -0.528 -0.964 -1.133  0.394
H 1.378 -0.288 1.040  0.172
H 1.507 0.793 -0.364  0.199
H 1.370 -2.019 -0.468  0.478

[3]
Formula: C3H7NO2
Source: the OMol25 dataset
Level of theory: ωB97M-V/def2-TZVPD

Results
* Kohn-Sham gap: 10.29 eV
* structure (SMILES): CN(C=O)CO
* LUMO: 0.8 eV
* total charge: 0
* F_max: 4.925 eV/A
* E_tot: -323.702398 Ha
* energy relative to the best compared isomer or geometry (same formula, charge and spin): 49.3 kcal per mole

Last column: natural (NBO) charge in e.
Atoms and positions in Å:
C -0.062 -1.215 -0.848  -0.421
N 0.239 -0.108 -0.026  -0.507
C 0.858 -0.263 1.333  0.529
O 1.125 -1.377 1.759  -0.556
C -0.190 1.259 -0.366  0.098
O -1.186 1.628 0.560  -0.721
H -0.352 -0.907 -1.831  0.208
H 0.847 -1.915 -1.027  0.211
H -0.897 -1.904 -0.574  0.196
H 0.861 0.730 1.756  0.141
H -0.572 1.397 -1.466  0.177
H 0.714 1.866 -0.327  0.166
H -1.385 0.809 1.056  0.479